Entry from OMol25: a structure of composition CHCl3NO (the ωB97M-V functional and the def2-TZVPD basis).

- HOMO (spin up / spin down): -0.48 / -4.53 eV
- Kohn-Sham gap (spin up / spin down): 4.316 / 8.070 eV
- Lowest unoccupied orbital energy (spin up / spin down): 3.83 / 3.54 eV
- Charge: -1
- 2S+1: 3

```
7
Properties=species:S:1:pos:R:3:lowdin_charge:R:1
C 0.603 -0.144 0.305 -1.61
N -1.116 0.603 -0.011 -0.20
O -1.840 -0.313 -0.678 -0.33
Cl 0.333 -1.738 -0.469 0.42
Cl 2.103 0.593 -0.445 0.23
Cl 0.893 -0.450 1.958 0.42
H -0.977 1.450 -0.660 0.07
```

=====

Entry from OMol25: a cluster of 5 separate species, C20H38FN6S in total (the ωB97M-V functional and the def2-TZVPD basis).

- HOMO: -11.70 eV
- Kohn-Sham gap: 8.445 eV
- Lowest unoccupied orbital energy: -3.25 eV
- Charge: +1

```
66
Properties=species:S:1:pos:R:3:lowdin_charge:R:1
C -1.381 0.218 2.330 -0.16
C -0.986 -0.896 1.277 -0.51
S -0.877 -0.057 -0.354 0.89
C 0.684 -0.505 -1.210 -0.42
C 1.758 0.657 -1.224 -0.35
C 2.869 0.569 -0.123 -0.13
C 2.449 -0.284 1.143 -0.14
C 3.567 -0.018 2.226 -0.18
F 2.995 0.763 3.227 -0.06
C 2.570 0.497 -2.600 -0.05
N 2.542 1.726 -3.477 0.06
C 1.681 2.768 -2.824 -0.05
C 1.109 2.081 -1.507 -0.22
C 1.213 3.162 -0.382 -0.25
N 0.223 4.240 -0.548 -0.11
C 0.516 5.228 0.533 -0.11
H -1.934 -0.192 3.194 0.06
H -2.059 0.925 1.798 0.04
H -0.478 0.788 2.637 0.07
H -1.811 -1.641 1.319 0.05
H -0.047 -1.410 1.566 0.07
H 1.100 -1.465 -0.850 0.07
H 0.410 -0.675 -2.277 0.08
H 3.157 1.561 0.295 0.11
H 3.818 0.113 -0.477 0.12
H 2.470 -1.362 0.890 0.12
H 1.500 0.061 1.587 0.09
H 4.002 -0.944 2.638 0.12
H 4.371 0.613 1.787 0.11
H 3.663 0.311 -2.517 0.13
H 2.258 -0.386 -3.204 0.14
H 3.454 2.193 -3.534 0.18
H 2.372 1.503 -4.460 0.19
H 0.813 2.830 -3.519 0.14
H 2.075 3.794 -2.729 0.14
H 0.022 2.092 -1.743 0.11
H 2.258 3.527 -0.313 0.12
H 0.991 2.656 0.597 0.12
H -0.680 3.813 -0.350 0.10
H 0.385 4.697 1.508 0.08
H 1.572 5.542 0.454 0.08
H -0.198 6.071 0.528 0.08
C -2.474 -3.837 -1.217 -0.06
C -1.044 -3.961 -0.956 -0.26
N 0.083 -4.035 -0.744 0.14
H -2.664 -3.410 -2.202 0.09
H -2.972 -4.806 -1.177 0.09
H -2.958 -3.193 -0.482 0.04
C -4.435 -2.614 3.750 -0.06
C -4.669 -2.821 2.324 -0.26
N -4.856 -2.994 1.205 0.14
H -4.522 -3.548 4.306 0.09
H -3.438 -2.214 3.936 0.07
H -5.154 -1.911 4.174 0.07
C -4.920 2.744 2.592 -0.07
C -5.735 1.652 3.116 -0.27
N -6.376 0.796 3.531 0.14
H -3.861 2.578 2.792 0.06
H -5.041 2.846 1.513 0.08
H -5.195 3.696 3.046 0.09
C 2.405 -5.088 -3.048 -0.09
C 3.024 -5.076 -4.372 -0.29
N 3.511 -5.060 -5.410 0.12
H 1.991 -6.067 -2.810 0.08
H 3.125 -4.840 -2.269 0.08
H 1.592 -4.366 -2.982 0.05
```

=====

Entry from OMol25: a cluster of 2 separate species, C7H10N2 in total (the ωB97M-V functional and the def2-TZVPD basis).

- HOMO: -8.74 eV
- Kohn-Sham gap: 9.358 eV
- SMILES: c1c[nH]cn1.CC#CC
- Lowest unoccupied orbital energy: 0.62 eV
- Charge: 0

```
19
Properties=species:S:1:pos:R:3:lowdin_charge:R:1
C -3.085 2.205 0.416 -0.18
C -1.759 2.044 0.078 -0.12
N -1.505 0.708 0.266 0.03
C -2.658 0.124 0.700 -0.22
N -3.638 1.007 0.802 0.03
H -3.671 3.124 0.402 0.09
H -0.995 2.739 -0.269 0.11
H -0.611 0.236 0.108 0.13
H -2.727 -0.940 0.925 0.12
C 2.558 -0.791 1.642 -0.12
C 2.210 -1.027 0.240 -0.11
C 1.920 -1.223 -0.925 -0.11
C 1.572 -1.459 -2.328 -0.12
H 1.755 -0.229 2.147 0.07
H 3.492 -0.208 1.712 0.08
H 2.702 -1.749 2.168 0.08
H 0.567 -1.058 -2.545 0.07
H 2.300 -0.964 -2.992 0.08
H 1.574 -2.540 -2.547 0.08
```

=====

Entry from OMol25: a cluster of 2 separate species, C2H9NOS2 in total (the ωB97M-V functional and the def2-TZVPD basis).

- HOMO: -8.69 eV
- Kohn-Sham gap: 9.017 eV
- SMILES: NCCSS.O
- Lowest unoccupied orbital energy: 0.33 eV
- Charge: 0

```
15
Properties=species:S:1:pos:R:3:lowdin_charge:R:1
N 1.161 1.354 -2.038 -0.01
C 1.399 -0.114 -1.980 -0.32
C 0.132 -0.695 -1.296 -0.53
S 0.288 -0.608 0.572 0.42
S -1.629 -1.230 1.180 0.33
H 1.685 1.842 -1.339 0.05
H 1.337 1.778 -2.912 0.04
H 2.338 -0.340 -1.496 0.09
H 1.481 -0.585 -3.042 0.14
H 0.029 -1.806 -1.547 0.08
H -0.814 -0.245 -1.614 0.07
H -1.738 -0.221 2.072 -0.20
O -0.108 2.481 1.635 -0.11
H 0.115 1.546 1.541 -0.09
H 0.581 2.984 1.151 0.04
```

=====

Entry from OMol25: a cluster of 2 separate species, C6H9N2Si in total (the ωB97M-V functional and the def2-TZVPD basis).

- HOMO (spin up / spin down): -13.16 / -11.85 eV
- Kohn-Sham gap (spin up / spin down): 7.585 / 6.690 eV
- Lowest unoccupied orbital energy (spin up / spin down): -5.57 / -5.15 eV
- Charge: +1

```
18
Properties=species:S:1:pos:R:3:lowdin_charge:R:1
C -3.014 0.032 -0.148 -0.01
C -2.123 -1.012 -0.356 0.02
C -2.238 1.130 0.213 -0.04
C -0.825 -0.556 -0.162 -0.28
C 0.446 -1.074 -0.382 0.02
C 2.821 -0.492 -0.288 -0.06
N -0.899 0.829 0.121 -0.13
N 1.420 -0.157 -0.131 -0.21
Si 0.692 1.473 0.214 0.86
H -4.052 -0.216 -0.256 0.12
H -2.515 -1.960 -0.571 0.12
H -2.557 2.142 0.103 0.13
H 0.563 -2.214 -0.453 0.19
H 2.921 -1.552 -0.317 0.09
H 3.223 -0.140 0.654 0.07
H 3.346 0.014 -1.042 0.08
H 0.762 2.834 -0.259 -0.04
H 2.027 0.917 3.059 0.07
```

=====

Entry from OMol25: a structure of composition C4H11LaO3 (the ωB97M-V functional and the def2-TZVPD basis).

- HOMO (spin up / spin down): -6.13 / -6.14 eV
- Kohn-Sham gap (spin up / spin down): 5.525 / 5.518 eV
- Lowest unoccupied orbital energy (spin up / spin down): -0.61 / -0.62 eV
- Charge: 0

```
19
Properties=species:S:1:pos:R:3:lowdin_charge:R:1
C 0.194 -4.300 -4.012 -0.16
H 0.943 -4.967 -4.480 0.05
H 0.812 -3.651 -3.363 0.07
H -0.426 -4.982 -3.399 0.06
O -0.505 -3.672 -5.264 -0.80
La -1.359 -4.156 -7.515 0.96
H -1.870 -3.010 -4.342 0.11
O -2.067 -2.644 -3.306 -0.16
C -5.833 -4.165 -4.631 -0.13
O -4.859 -3.433 -3.935 -0.20
C -3.954 -4.245 -3.228 -0.25
C -2.939 -3.387 -2.500 -0.29
H -6.427 -3.457 -5.221 0.09
H -5.387 -4.898 -5.327 0.08
H -6.472 -4.728 -3.928 0.09
H -3.435 -4.924 -3.932 0.11
H -4.489 -4.869 -2.487 0.13
H -2.372 -4.053 -1.823 0.11
H -3.476 -2.674 -1.856 0.12
```

=====

Entry from OMol25: a structure of composition C6H7N2OS3Ta (the ωB97M-V functional and the def2-TZVPD basis).

- HOMO: -16.96 eV
- Kohn-Sham gap: 8.356 eV
- Lowest unoccupied orbital energy: -8.60 eV
- Charge: +2

```
20
Properties=species:S:1:pos:R:3:lowdin_charge:R:1
Ta 0.490 0.821 0.396 1.02
S 3.401 4.048 -0.378 1.03
C 2.026 3.488 -0.148 -1.28
S 2.572 0.562 0.258 0.29
S 0.427 3.327 0.105 0.70
N -0.723 -1.372 -3.006 0.13
C -1.913 -1.427 -2.306 0.00
C -1.700 -0.759 -1.155 -0.08
N -0.377 -0.292 -1.152 -0.16
C 0.174 -0.701 -2.308 -0.11
H -0.557 -1.787 -3.915 0.20
H -2.785 -1.932 -2.686 0.15
H -2.385 -0.572 -0.344 0.13
H 1.190 -0.520 -2.618 0.15
C 0.101 -0.850 3.463 -0.01
C 0.066 0.050 2.309 -0.41
O -0.452 1.184 2.270 -0.10
H -0.502 -0.474 4.287 0.11
H 1.151 -0.940 3.765 0.12
H -0.204 -1.854 3.162 0.11
```

=====

Entry from OMol25: a structure of composition C15H18CuFN2S4Si (the ωB97M-V functional and the def2-TZVPD basis).

- HOMO (spin up / spin down): -4.47 / -4.49 eV
- Kohn-Sham gap (spin up / spin down): 7.140 / 6.320 eV
- Lowest unoccupied orbital energy (spin up / spin down): 2.67 / 1.83 eV
- Charge: -1
- 2S+1: 2

```
42
Properties=species:S:1:pos:R:3:lowdin_charge:R:1
Cu 0.731 -0.144 -0.294 -0.05
S 3.386 -2.500 -3.051 0.43
C 2.473 -1.635 -1.972 -1.79
S 2.725 -0.001 -1.488 0.53
S 1.043 -2.251 -1.173 0.55
C 1.424 -2.388 2.611 -0.19
Si 1.038 -0.573 2.754 0.32
C 0.387 -0.308 4.493 -0.19
C 2.651 0.347 2.633 -0.18
N -0.041 -0.119 1.506 -0.14
C -1.312 0.417 1.626 -0.32
C -1.733 1.332 2.610 -0.05
C -3.027 1.842 2.662 -0.12
C -3.975 1.474 1.719 -0.13
C -3.599 0.577 0.723 -0.04
C -2.321 0.071 0.708 -0.27
F -2.010 -0.827 -0.259 0.01
H 2.085 -2.708 3.427 0.03
H 1.921 -2.599 1.658 0.00
H 0.509 -2.988 2.649 0.03
H 1.060 -0.837 5.179 0.02
H -0.622 -0.709 4.629 0.03
H 0.376 0.747 4.784 0.02
H 3.299 0.123 3.490 0.03
H 2.481 1.429 2.601 0.03
H 3.185 0.069 1.717 0.01
H -1.006 1.661 3.341 0.09
H -3.284 2.549 3.442 0.09
H -4.977 1.885 1.740 0.09
H -4.289 0.251 -0.045 0.11
S -0.382 1.668 -1.768 0.69
C -0.145 1.032 -3.308 -0.73
N 0.272 -0.249 -3.487 0.03
C 0.557 -0.823 -4.678 -0.08
C 0.397 -0.128 -5.832 -0.07
C -0.065 1.203 -5.728 -0.07
C -0.324 1.769 -4.515 -0.10
H 0.420 -0.817 -2.649 -0.03
H 0.919 -1.839 -4.621 0.11
H 0.627 -0.584 -6.783 0.10
H -0.201 1.792 -6.628 0.10
H -0.655 2.792 -4.422 0.10
```

=====

Entry from OMol25: a cluster of 11 separate species, C44H88O22 in total (the ωB97M-V functional and the def2-TZVPD basis).

- HOMO: -9.97 eV
- Kohn-Sham gap: 10.280 eV
- SMILES: CCOC(C)=O.CCOC(C)=O.CCOC(C)=O.CCOC(C)=O.CCOC(C)=O.CCOC(C)=O.CCOC(C)=O.CCOC(C)=O.CCOC(C)=O.CCOC(C)=O.CCOC(C)=O
- Lowest unoccupied orbital energy: 0.31 eV
- Charge: 0

```
154
Properties=species:S:1:pos:R:3:lowdin_charge:R:1
C -1.803 1.366 -1.245 -0.03
C -0.882 0.218 -0.877 -0.20
O 0.464 0.733 -0.832 -0.03
C 1.358 0.285 0.042 -0.54
C 2.722 0.867 -0.218 0.04
O 1.104 -0.451 0.966 0.09
H -2.810 0.960 -1.172 0.06
H -1.575 1.820 -2.203 0.06
H -1.694 2.129 -0.474 0.07
H -1.211 -0.253 0.050 0.12
H -0.841 -0.576 -1.629 0.11
H 3.516 0.238 0.159 0.07
H 2.716 1.842 0.269 0.08
H 2.783 1.041 -1.293 0.08
C 0.826 1.437 -4.114 -0.06
C -0.356 1.026 -4.950 -0.21
O -0.198 -0.352 -5.326 -0.01
C -0.983 -0.777 -6.321 -0.55
C -0.642 -2.155 -6.801 0.03
O -1.843 -0.097 -6.810 0.11
H 1.696 1.511 -4.776 0.09
H 1.169 0.822 -3.283 0.06
H 0.675 2.423 -3.669 0.06
H -1.293 1.122 -4.402 0.12
H -0.369 1.613 -5.866 0.12
H -1.413 -2.589 -7.426 0.09
H -0.439 -2.844 -5.986 0.07
H 0.273 -2.043 -7.391 0.10
C 1.269 4.321 -1.588 -0.06
C 0.497 5.511 -2.092 -0.21
O -0.362 5.297 -3.205 0.00
C -1.598 4.824 -3.005 -0.55
C -2.349 4.752 -4.299 0.03
O -2.034 4.455 -1.951 0.11
H 1.905 4.550 -0.734 0.06
H 1.951 3.912 -2.336 0.08
H 0.623 3.520 -1.217 0.07
H 0.002 6.049 -1.283 0.10
H 1.242 6.225 -2.456 0.13
H -2.017 3.914 -4.912 0.08
H -2.174 5.649 -4.896 0.09
H -3.418 4.681 -4.121 0.09
C 0.636 8.373 1.024 -0.06
C -0.242 7.194 1.378 -0.23
O 0.467 5.963 1.226 -0.02
C 1.030 5.467 2.326 -0.55
C 1.691 4.141 2.108 0.03
O 0.973 6.014 3.400 0.10
H 1.512 8.380 1.676 0.08
H 0.085 9.307 1.115 0.08
H 1.009 8.286 0.002 0.07
H -0.716 7.230 2.355 0.12
H -1.044 7.152 0.634 0.12
H 2.306 3.870 2.957 0.10
H 2.355 4.175 1.240 0.07
H 0.944 3.391 1.850 0.07
C 5.397 -4.544 5.305 -0.07
C 4.782 -3.411 6.116 -0.22
O 4.015 -2.507 5.308 -0.01
C 4.707 -1.659 4.539 -0.54
C 3.815 -0.862 3.639 0.03
O 5.911 -1.650 4.464 0.09
H 5.804 -5.231 6.059 0.08
H 6.218 -4.320 4.634 0.07
H 4.587 -5.093 4.823 0.08
H 4.180 -3.879 6.891 0.12
H 5.533 -2.801 6.624 0.12
H 3.690 0.131 4.084 0.10
H 2.810 -1.272 3.615 0.07
H 4.275 -0.738 2.666 0.08
C 7.021 -0.835 -1.566 -0.06
C 6.998 0.520 -0.858 -0.21
O 7.500 0.298 0.470 -0.02
C 6.924 0.962 1.490 -0.55
C 7.817 1.051 2.690 0.03
O 5.819 1.415 1.442 0.09
H 8.036 -1.224 -1.595 0.08
H 6.577 -0.740 -2.558 0.08
H 6.365 -1.506 -1.012 0.08
H 7.550 1.297 -1.379 0.12
H 5.949 0.800 -0.759 0.10
H 7.274 1.102 3.624 0.08
H 8.364 1.985 2.508 0.10
H 8.564 0.261 2.684 0.09
C -3.309 -2.499 -0.943 -0.05
C -4.275 -2.837 0.165 -0.24
O -4.421 -4.247 0.254 0.00
C -5.178 -4.714 1.253 -0.55
C -5.376 -6.199 1.183 0.02
O -5.643 -4.022 2.120 0.10
H -3.323 -1.416 -1.059 0.05
H -3.589 -3.050 -1.839 0.09
H -2.282 -2.768 -0.694 0.06
H -3.932 -2.362 1.090 0.13
H -5.250 -2.373 -0.007 0.11
H -5.103 -6.639 2.136 0.09
H -4.792 -6.617 0.363 0.08
H -6.410 -6.445 0.942 0.09
C -1.499 2.586 2.672 -0.07
C -2.840 1.970 2.822 -0.23
O -3.026 1.389 4.119 0.01
C -4.265 1.462 4.639 -0.53
C -4.403 0.622 5.887 0.03
O -5.182 2.008 4.093 0.10
H -1.223 2.763 1.634 0.06
H -0.724 1.968 3.134 0.09
H -1.434 3.537 3.212 0.09
H -3.633 2.620 2.466 0.08
H -2.913 1.105 2.147 0.12
H -4.102 1.127 6.801 0.09
H -3.771 -0.254 5.743 0.09
H -5.446 0.330 5.952 0.09
C 1.593 -3.922 2.058 -0.05
C 0.522 -3.612 1.039 -0.23
O 0.331 -4.723 0.164 -0.02
C -0.716 -5.512 0.435 -0.54
C -0.718 -6.740 -0.457 0.04
O -1.466 -5.378 1.361 0.11
H 2.599 -3.994 1.646 0.08
H 1.422 -4.898 2.524 0.08
H 1.564 -3.160 2.836 0.07
H -0.420 -3.239 1.428 0.12
H 0.940 -2.785 0.463 0.08
H -0.124 -6.567 -1.350 0.06
H -1.708 -7.043 -0.786 0.09
H -0.328 -7.518 0.202 0.10
C -4.712 4.779 1.505 -0.06
C -5.021 4.171 0.155 -0.21
O -4.792 2.766 0.159 -0.02
C -5.825 1.930 0.095 -0.54
C -5.348 0.505 0.175 0.02
O -6.972 2.252 -0.052 0.11
H -5.328 4.379 2.313 0.08
H -4.992 5.833 1.395 0.08
H -3.680 4.739 1.855 0.07
H -6.057 4.445 -0.051 0.12
H -4.399 4.593 -0.632 0.11
H -4.917 0.198 -0.776 0.08
H -6.170 -0.143 0.465 0.09
H -4.586 0.392 0.948 0.07
C 0.703 -7.015 -5.122 -0.07
C -0.209 -6.150 -4.331 -0.21
O 0.590 -5.078 -3.750 -0.01
C -0.065 -4.182 -3.010 -0.56
C 0.814 -3.073 -2.534 0.03
O -1.242 -4.270 -2.765 0.10
H 1.440 -7.537 -4.509 0.08
H 1.204 -6.471 -5.921 0.08
H 0.147 -7.843 -5.572 0.08
H -1.010 -5.683 -4.905 0.13
H -0.666 -6.639 -3.470 0.11
H 1.734 -3.419 -2.067 0.10
H 0.304 -2.584 -1.701 0.06
H 0.929 -2.320 -3.312 0.09
```

=====

Entry from OMol25: a cluster of 6 separate species, C5H25N3O5 in total (the ωB97M-V functional and the def2-TZVPD basis).

- HOMO: -8.71 eV
- Kohn-Sham gap: 8.998 eV
- SMILES: CNC[C@H](N)CCN.O.O.O.O.O
- Lowest unoccupied orbital energy: 0.29 eV
- Charge: 0

```
38
Properties=species:S:1:pos:R:3:lowdin_charge:R:1
C -1.543 1.937 1.811 -0.09
N -0.539 1.593 0.748 -0.08
C -0.880 0.360 -0.111 -0.20
C -0.214 0.371 -1.499 -0.36
N -1.249 -0.149 -2.492 0.02
C 1.084 -0.410 -1.609 -0.15
C 0.819 -1.931 -1.663 -0.30
N 1.955 -2.586 -0.960 -0.05
H -2.393 2.207 1.331 0.04
H -1.713 1.041 2.612 0.09
H -0.912 2.635 2.513 0.13
H 0.362 1.474 0.998 0.00
H -2.046 0.268 -0.039 0.14
H -0.673 -0.507 0.405 0.03
H -0.141 1.454 -1.785 0.14
H -1.585 -1.054 -2.059 0.06
H -2.021 0.526 -2.567 0.07
H 1.847 -0.068 -0.881 0.10
H 1.392 -0.268 -2.707 0.14
H 0.337 -2.251 -2.591 0.11
H -0.038 -2.332 -1.052 0.07
H 3.003 -2.567 -1.215 0.10
H 1.709 -3.624 -0.936 0.09
O -2.262 -0.734 2.010 -0.10
H -1.445 -0.075 1.989 0.05
H -3.004 -0.242 2.174 -0.01
O -1.754 -2.784 -0.469 -0.14
H -1.951 -2.144 0.286 0.04
H -2.623 -3.343 -0.292 0.12
O 1.019 4.010 -0.518 -0.02
H 0.218 3.605 -0.576 -0.06
H 1.299 3.721 0.344 0.00
O 1.596 -0.570 1.701 -0.02
H 1.694 -0.929 2.536 0.02
H 1.936 -1.326 1.180 0.05
O 2.854 1.970 1.154 -0.04
H 3.620 1.479 1.340 0.01
H 2.245 1.243 0.893 0.00
```

=====

Entry from OMol25: an isolated molecule of C3H6N4 (the ωB97M-V functional and the def2-TZVPD basis).

- HOMO: -8.30 eV
- Kohn-Sham gap: 8.860 eV
- Lowest unoccupied orbital energy: 0.56 eV
- Charge: 0

```
13
Properties=species:S:1:pos:R:3:lowdin_charge:R:1
C 0.003 -1.107 0.131 -0.17
C 0.124 0.435 0.477 -0.34
C 1.542 0.802 0.464 -0.07
N -0.842 1.222 0.257 0.05
N -1.993 0.760 -0.283 -0.02
N -1.808 -0.266 -1.030 -0.12
N -0.952 -1.197 -0.953 0.03
H 1.053 -1.557 -0.122 0.13
H -0.397 -1.590 1.109 0.13
H 1.761 1.878 0.607 0.09
H 2.096 0.423 -0.328 0.06
H 1.934 0.391 1.408 0.09
H -2.521 -0.195 -1.736 0.15
```